{"formula": "BrCl4HSi2", "method": "wB97M-V/def2-TZVPD", "gap_ev": 8.6, "e_homo_ev": -9.6, "elements": ["Si", "Si", "Cl", "Cl", "Cl", "Cl", "Br", "H"], "xyz": [[-0.81267, -0.18508, -1.30697], [1.62555, -0.59339, 1.93868], [1.15679, -0.47017, -1.62258], [-1.50705, -1.50951, 0.18848], [-1.21159, 1.63938, -0.67183], [-0.08456, -0.24565, 3.01886], [2.16683, 1.59785, 1.18839], [-1.33330, -0.23342, -2.73304]], "forces_ev_per_a": [[-0.6508, -1.1349, -0.8276], [0.5019, 0.8915, -0.4705], [0.5155, -0.2473, 0.1879], [0.3523, 0.5913, -1.3117], [-0.1991, 1.1209, 0.5389], [-0.1139, 0.1835, 0.2667], [-0.2411, -0.9412, 0.4964], [-0.1648, -0.4639, 1.1199]], "mulliken_charge": [0.671, 0.367, -0.182, -0.209, -0.143, -0.160, -0.231, -0.112]}



{"formula": "BrClINO", "method": "wB97M-V/def2-TZVPD", "gap_ev": 7.7, "e_homo_ev": -9.9, "elements": ["N", "O", "Cl", "Br", "I"], "xyz": [[-0.40921, 0.59245, -0.56252], [0.27997, -0.48195, -0.46993], [0.62247, -1.13657, 1.13598], [0.06350, 2.16301, 0.39472], [-2.38350, -0.11973, 0.30851]], "forces_ev_per_a": [[-3.2814, -0.3491, 0.6582], [2.1855, -0.3449, -0.1616], [0.2413, -0.0196, 0.1274], [0.5822, -0.1547, 0.0635], [0.2725, 0.8683, -0.6875]], "mulliken_charge": [-0.203, -0.102, 0.020, 0.103, 0.181]}



{"formula": "BrCu", "method": "wB97M-V/def2-TZVPD", "gap_ev": 3.8, "e_homo_ev": -7.7, "elements": ["Cu", "Br"], "xyz": [[0.82478, -1.11915, 1.78352], [-0.82478, 1.11915, -1.78352]], "forces_ev_per_a": [[-0.3244, 0.4401, -0.7024], [0.3244, -0.4401, 0.7024]], "mulliken_charge": [0.650, -0.650]}



{"formula": "BrCu", "method": "wB97M-V/def2-TZVPD", "gap_ev": [10.2, 7.3], "spin_multiplicity": 2, "e_homo_ev": [-17.0, -16.6], "total_charge": 1, "s2": 0.753, "elements": ["Cu", "Br"], "xyz": [[11.77924, -28.10312, 30.22854], [10.48171, -26.61038, 31.95717]], "forces_ev_per_a": [[-0.4399, 0.5069, 0.5849], [0.4399, -0.5069, -0.5849]], "mulliken_charge": [0.742, 0.258]}



{"formula": "BrFIN", "method": "wB97M-V/def2-TZVPD", "gap_ev": [8.1, 8.1], "e_homo_ev": [-9.9, -9.9], "elements": ["F", "N", "Br", "I"], "xyz": [[-0.64080, -1.08235, -0.41431], [0.00213, -0.21373, 0.42739], [-1.35085, 1.26644, -0.02128], [1.98951, 0.02964, 0.00820]], "forces_ev_per_a": [[0.9561, -1.7682, -0.6967], [-2.5433, 1.5856, 0.6159], [1.5874, -0.0058, 0.6364], [-0.0002, 0.1883, -0.5556]], "mulliken_charge": [-0.127, -0.158, 0.029, 0.256]}



{"formula": "BrH14O7", "method": "wB97M-V/def2-TZVPD", "gap_ev": 9.4, "e_homo_ev": -6.1, "total_charge": -1, "elements": ["Br", "O", "H", "H", "O", "H", "H", "O", "H", "H", "O", "H", "H", "O", "H", "H", "O", "H", "H", "O", "H", "H"], "xyz": [[0.38786, -0.77100, -0.62195], [-1.25914, 0.89900, -3.02995], [-0.97014, 0.20700, -2.43495], [-1.24714, 1.62400, -2.43495], [1.42686, 2.26600, -2.06895], [2.03086, 2.23500, -1.35995], [1.01186, 1.42800, -1.97595], [3.11486, 0.28900, 1.58505], [3.60086, -0.14100, 2.34205], [2.66886, -0.34500, 1.10605], [0.84586, -1.40800, 2.57405], [0.68186, -1.36100, 1.66205], [1.17386, -0.58400, 2.89405], [-2.29814, -2.64800, -1.00395], [-1.39814, -2.45600, -1.10195], [-2.35714, -3.02300, -0.13795], [-2.74614, -0.13600, 0.13105], [-1.87914, 0.19800, -0.08995], [-2.77514, -0.97700, -0.27795], [0.24986, 1.51100, 1.65605], [-0.40614, 2.20900, 1.71405], [0.14286, 0.98400, 0.87405]], "forces_ev_per_a": [[0.3752, -0.1670, -0.3450], [-0.1603, -0.5988, -0.8674], [0.1983, -0.8085, 0.1097], [-0.1069, 1.4371, 0.6150], [-0.3635, 1.2146, -1.1995], [1.2593, 0.2153, 1.4013], [-0.8370, -1.4223, -0.1643], [2.7968, 2.0908, 2.9609], [-1.0348, 0.4071, -1.5301], [-1.5754, -2.4567, -1.5309], [0.1785, -1.8010, 2.5186], [-0.4234, 0.5681, -2.0881], [0.0879, 1.0992, -0.2283], [-2.4616, -0.6307, -0.5439], [2.4927, 0.7640, -0.3179], [-0.0753, -0.4266, 0.8548], [-0.7859, 1.7935, 1.0481], [0.4272, -0.0474, -0.0077], [0.0263, -1.4564, -0.8962], [0.4984, 0.8777, 1.5134], [-0.1458, -0.2677, -0.4099], [-0.3705, -0.3843, -0.8929]], "mulliken_charge": [-0.920, -0.634, 0.260, 0.339, -0.631, 0.330, 0.307, -0.594, 0.292, 0.295, -0.620, 0.264, 0.325, -0.691, 0.291, 0.334, -0.653, 0.247, 0.428, -0.516, 0.249, 0.297]}



{"formula": "BrH14O7", "method": "wB97M-V/def2-TZVPD", "gap_ev": 9.3, "e_homo_ev": -6.1, "total_charge": -1, "elements": ["Br", "O", "H", "H", "O", "H", "H", "O", "H", "H", "O", "H", "H", "O", "H", "H", "O", "H", "H", "O", "H", "H"], "xyz": [[-0.70555, -0.19710, -0.51742], [-3.23580, 1.87782, -0.79567], [-2.91561, 2.60626, -1.41027], [-2.47689, 1.23580, -0.71543], [-1.72295, 0.39016, 2.68215], [-1.50200, 0.43256, 1.78571], [-2.65913, 0.04935, 2.71404], [0.92690, -3.21375, -1.37513], [0.26609, -2.64594, -1.20581], [1.81695, -2.95873, -0.84708], [1.82268, -0.22639, -2.97885], [2.48314, -0.77519, -2.53069], [1.01215, -0.20429, -2.38115], [0.19075, 2.55018, -1.45136], [-0.45528, 2.82893, -0.77844], [0.37949, 1.73961, -1.02317], [2.40439, 0.60309, 1.31913], [1.68475, 0.46967, 0.58217], [2.44649, 1.38863, 1.76843], [0.29435, -2.26544, 2.17259], [0.32941, -2.06754, 3.11315], [-0.38432, -1.61769, 1.87309]], "forces_ev_per_a": [[0.0629, -0.5659, 0.3069], [0.9985, 1.0007, -0.9195], [-0.4404, -1.6379, 1.1536], [-0.6689, 0.7024, -0.3142], [-2.1194, -0.7171, 2.8552], [0.5718, 0.0844, -2.6334], [1.5887, 0.6075, -0.2311], [7.1913, -3.2192, 0.2794], [-3.3594, 3.7218, 1.4702], [-3.8357, -0.5266, -1.6740], [-0.9357, 0.0616, 0.8291], [-0.5343, 0.1558, -0.0137], [1.4310, -0.2136, -0.8678], [-0.7283, 2.1151, 0.2050], [0.0408, 0.4948, -0.5562], [0.7679, -1.9467, 0.1195], [-1.0596, -4.2906, -3.4403], [1.6585, 1.0833, 2.4770], [-0.6937, 3.1270, 0.9823], [-0.8185, 0.5247, 0.0159], [0.1776, -0.0363, 0.0631], [0.7048, -0.5253, -0.1070]], "mulliken_charge": [-0.891, -0.652, 0.306, 0.319, -0.622, 0.281, 0.336, -0.620, 0.257, 0.314, -0.639, 0.299, 0.324, -0.616, 0.310, 0.232, -0.633, 0.406, 0.269, -0.601, 0.281, 0.341]}



{"formula": "BrH2NOS", "method": "wB97M-V/def2-TZVPD", "gap_ev": 10.0, "e_homo_ev": -10.4, "elements": ["N", "O", "S", "Br", "H", "H"], "xyz": [[1.05068, -0.21394, 0.01419], [-0.43084, 1.74100, -0.52423], [-0.40554, 0.77440, 0.53675], [-2.08183, -0.71744, 0.18707], [0.92328, -0.60599, -0.89505], [0.94425, -0.97803, 0.68127]], "forces_ev_per_a": [[-2.0425, 0.9870, 2.7346], [-0.7342, 0.8747, -0.1432], [2.6794, -1.3483, -1.5412], [-0.0715, -0.0733, -0.0167], [-0.4705, -0.0853, -0.9213], [0.6391, -0.3549, -0.1122]], "mulliken_charge": [-0.561, -0.412, 0.535, -0.149, 0.292, 0.295]}



Computed values of E (unit: eV) for the preceding records, in sequence: -135909.2196; -94197.9705; -114678.4338; -114672.2880; -82346.4809; -84605.9055; -84605.0634; -84446.9510.
Computed values of energy above the lowest of the compared OMol25 structures with the same formula, charge and spin (unit: kcal/mol) for the preceding records, in sequence: 9.9; 58.9; 72.4; 3.0; 11.5; 21.3; 40.7; 2.1.